This record from OMol25 describes C59H61AsBrCrF2N4Si4 as an isolated structure. The level of theory is the ωB97M-V functional and the def2-TZVPD basis.

Each line ends with the Mulliken charge.
Atoms and positions in Å:
Cr (0.232, 0.105, -0.333)  -1.247
Br (-1.422, -2.970, -0.354)  0.200
C (-1.083, -3.032, -2.217)  0.924
C (-1.515, -4.180, -2.819)  -0.760
C (-1.361, -4.361, -4.204)  -0.916
C (-0.785, -3.368, -4.932)  -0.981
C (-0.363, -2.160, -4.323)  1.515
C (0.170, -1.152, -5.158)  -1.366
C (0.505, 0.051, -4.624)  -1.392
C (0.337, 0.268, -3.243)  1.784
C (-0.095, -0.669, -2.326)  0.876
C (-0.489, -1.935, -2.910)  -0.114
H (-1.977, -4.950, -2.218)  0.505
H (-1.712, -5.270, -4.673)  0.413
H (-0.648, -3.471, -6.002)  0.404
H (0.269, -1.351, -6.219)  0.402
H (0.897, 0.844, -5.249)  0.383
H (0.569, 1.263, -2.900)  -1.432
F (-4.111, -2.047, 2.135)  -0.421
C (-2.962, -1.360, 2.283)  0.005
C (-2.290, -0.922, 1.165)  -1.672
C (-1.079, -0.236, 1.260)  0.785
C (-0.639, 0.093, 2.560)  0.662
C (-1.350, -0.384, 3.665)  1.222
F (-0.881, -0.178, 4.923)  -0.484
C (-2.501, -1.128, 3.564)  -1.148
C (0.591, 0.888, 2.707)  -1.024
C (0.918, 1.605, 3.862)  -0.127
C (2.116, 2.284, 3.932)  -1.390
C (2.988, 2.217, 2.856)  -1.529
C (2.580, 1.525, 1.736)  -0.666
N (1.400, 0.905, 1.630)  2.387
H (-2.713, -1.149, 0.201)  0.506
H (-3.008, -1.503, 4.440)  0.524
H (0.222, 1.647, 4.683)  0.666
H (2.373, 2.855, 4.815)  0.461
H (3.960, 2.691, 2.873)  0.636
H (3.250, 1.445, 0.892)  0.050
C (6.422, -1.354, 2.228)  -0.767
C (5.352, -0.890, 2.984)  -0.738
C (4.052, -1.146, 2.575)  -0.135
C (3.807, -1.872, 1.410)  0.711
C (4.883, -2.331, 0.658)  -0.343
C (6.185, -2.075, 1.068)  -0.592
As (1.949, -2.152, 0.847)  1.895
C (2.163, -3.833, -0.108)  -0.987
C (2.446, -4.014, -1.450)  0.175
C (2.420, -5.296, -1.993)  -0.759
C (2.116, -6.384, -1.188)  -1.259
C (1.817, -6.204, 0.151)  -0.441
C (1.819, -4.929, 0.696)  0.506
C (1.401, -4.590, 2.068)  -0.002
C (1.012, -5.499, 3.046)  -0.558
C (0.634, -5.047, 4.301)  -1.084
C (0.645, -3.690, 4.594)  -0.912
C (1.020, -2.775, 3.620)  -0.485
C (1.390, -3.225, 2.363)  0.340
H (7.438, -1.159, 2.549)  0.393
H (5.531, -0.332, 3.894)  0.483
H (3.224, -0.789, 3.178)  0.212
H (4.710, -2.907, -0.244)  0.262
H (7.014, -2.450, 0.480)  0.466
H (2.653, -3.163, -2.090)  0.224
H (2.619, -5.439, -3.045)  0.621
H (2.094, -7.378, -1.615)  0.397
H (1.558, -7.060, 0.763)  0.418
H (0.999, -6.560, 2.831)  0.413
H (0.323, -5.760, 5.055)  0.410
H (0.354, -3.342, 5.577)  0.501
H (1.016, -1.717, 3.851)  0.452
C (-3.537, 2.017, 2.305)  -1.128
Si (-2.410, 3.036, 1.183)  0.701
C (-3.430, 4.609, 0.905)  -1.292
C (-0.902, 3.591, 2.203)  -0.701
Si (-1.657, 1.942, -0.789)  0.505
Si (-3.605, 1.201, -1.945)  1.448
C (-4.931, 2.545, -1.964)  -1.248
C (-3.216, 0.809, -3.747)  -0.852
C (-4.504, -0.303, -1.242)  -1.183
Si (-1.016, 3.953, -1.973)  1.459
C (-2.457, 5.047, -2.519)  -1.517
C (-0.036, 3.810, -3.586)  -1.349
C (0.017, 5.080, -0.828)  -1.231
H (-3.432, 2.358, 3.339)  0.365
H (-3.323, 0.950, 2.283)  0.213
H (-4.581, 2.155, 2.012)  0.503
H (-3.908, 4.882, 1.850)  0.416
H (-4.220, 4.454, 0.171)  0.278
H (-2.824, 5.455, 0.579)  0.321
H (-1.017, 3.308, 3.252)  0.480
H (-0.787, 4.676, 2.161)  0.593
H (0.028, 3.147, 1.844)  -0.341
H (-4.567, 3.482, -2.375)  0.276
H (-5.319, 2.743, -0.962)  0.257
H (-5.768, 2.209, -2.583)  0.400
H (-3.111, 1.721, -4.340)  0.324
H (-4.021, 0.212, -4.186)  0.478
H (-2.292, 0.242, -3.844)  -0.047
H (-4.588, -0.283, -0.155)  0.216
H (-4.020, -1.239, -1.532)  0.240
H (-5.517, -0.313, -1.651)  0.552
H (-2.915, 4.669, -3.435)  0.388
H (-2.076, 6.051, -2.730)  0.434
H (-3.232, 5.135, -1.766)  0.343
H (-0.056, 4.780, -4.090)  0.510
H (-0.488, 3.078, -4.255)  0.247
H (1.012, 3.535, -3.440)  0.278
H (-0.636, 5.834, -0.382)  0.377
H (0.786, 5.608, -1.399)  0.475
H (0.501, 4.565, 0.000)  0.102
C (3.167, 3.035, -1.423)  -1.652
C (2.066, 2.256, -1.156)  0.598
N (2.094, 0.918, -1.130)  1.755
C (3.257, 0.313, -1.404)  -1.131
C (4.435, 1.020, -1.687)  1.168
C (4.370, 2.410, -1.672)  -1.121
C (5.748, 0.387, -1.908)  -0.911
C (6.092, -0.748, -2.514)  -0.599
C (5.306, -1.691, -3.322)  0.524
C (4.123, -1.383, -3.986)  -0.137
C (3.541, -2.388, -4.735)  -0.265
N (4.076, -3.601, -4.843)  -0.617
C (5.217, -3.787, -4.186)  -0.284
N (5.859, -2.905, -3.438)  -0.612
H (3.075, 4.112, -1.416)  0.557
H (1.109, 2.704, -0.934)  -1.005
H (3.254, -0.771, -1.396)  -0.074
H (5.263, 2.990, -1.867)  0.626
H (6.567, 0.943, -1.460)  0.366
H (7.129, -1.051, -2.434)  0.386
H (3.682, -0.397, -3.944)  0.618
H (2.609, -2.217, -5.259)  0.632
H (5.674, -4.767, -4.276)  0.435

Output
Molecular weight: 1183.33 g/mol
ΔE to the lowest compared entry with this formula, charge and spin: 0.000 eV
Calculated total energy: -9715.91162 hartree
Expectation value of S²: 4.03
Lowest unoccupied orbital energy (spin up / spin down): -0.72 / -0.72 eV
Net charge: 0
2S+1: 4
Gap between HOMO and LUMO (spin up / spin down): 6.8 / 6.3 eV